Entry 1:
# C4H10N2OS

A single C4H10N2OS molecule (ωB97M-V/def2-TZVPD, the Open Molecules 2025 dataset).

Geometry as XYZ:
```
18
Properties=species:S:1:pos:R:3:nbo_charge:R:1
C -1.233 1.660 1.680 -0.60
C -1.680 0.792 0.508 -0.45
C -0.674 -0.306 0.187 0.40
N -0.929 -1.471 0.630 -0.63
S -0.039 -2.904 0.413 0.18
N 0.358 0.167 -0.626 -0.35
O 1.613 -0.434 -0.496 -0.40
C 2.090 -0.798 -1.788 -0.26
H -1.139 1.049 2.610 0.22
H -1.988 2.423 1.884 0.22
H -0.265 2.152 1.474 0.19
H -2.639 0.308 0.770 0.24
H -1.843 1.407 -0.395 0.21
H 1.139 -2.470 -0.024 0.09
H 0.511 1.159 -0.489 0.36
H 1.443 -1.538 -2.250 0.19
H 3.080 -1.256 -1.620 0.20
H 2.195 0.061 -2.469 0.18
```

Computed properties:
Total energy in eV: -20170.5677
E_HOMO in eV: -8.2
Maximum force in hartree/bohr: 0.01693
Lowest unoccupied orbital energy in eV: 0.81
SMILES string: CC/C(=N/S)NOC
ΔE to the lowest compared entry with this formula, charge and spin in kcal per mole: 77.4


Entry 2:
# C4H10N2OS

A single C4H10N2OS molecule at a distorted geometry (ωB97M-V/def2-TZVPD, the Open Molecules 2025 dataset).

Geometry as XYZ:
```
18
Properties=species:S:1:pos:R:3:nbo_charge:R:1
N -1.753 -2.284 -0.987 -0.84
C -0.839 -1.644 -0.094 -0.04
N -0.597 -0.245 -0.506 -0.63
C 0.497 0.367 0.249 -0.18
C 1.519 0.830 -0.765 0.41
O 2.538 0.219 -1.008 -0.52
C 0.010 1.553 1.141 -0.50
S 1.484 2.504 1.662 -0.06
H -2.703 -2.284 -0.653 0.37
H -1.485 -3.236 -1.153 0.37
H 0.118 -2.168 -0.039 0.16
H -1.141 -1.604 0.966 0.16
H -0.443 -0.216 -1.504 0.37
H 0.974 -0.362 0.914 0.20
H 1.282 1.620 -1.511 0.12
H -0.448 1.231 2.067 0.23
H -0.511 2.230 0.471 0.23
H 1.499 3.489 0.751 0.13
```

Computed properties:
Total energy in eV: -20171.9357
E_HOMO in eV: -9.0
Maximum force in hartree/bohr: 0.04099
Lowest unoccupied orbital energy in eV: 0.84
SMILES string: NCN[C@@H](C=O)CS
ΔE to the lowest compared entry with this formula, charge and spin in kcal per mole: 45.8


Entry 3:
# C4H10N2OS

A single C4H10N2OS molecule at a distorted geometry (ωB97M-V/def2-TZVPD, the Open Molecules 2025 dataset).

Geometry as XYZ:
```
18
Properties=species:S:1:pos:R:3:nbo_charge:R:1
C -1.706 1.397 -0.994 -0.42
N -0.500 0.828 -1.559 -0.64
C 0.283 -0.181 -0.939 0.66
O 0.920 -0.886 -1.692 -0.61
C 0.188 -0.339 0.522 -0.17
N -0.950 -1.432 0.783 -0.84
C 1.490 -0.582 1.158 -0.53
S 2.358 0.936 1.641 -0.02
H -2.059 0.875 -0.083 0.20
H -2.511 1.339 -1.738 0.20
H -1.606 2.425 -0.755 0.19
H -0.452 0.722 -2.691 0.41
H -0.198 0.611 0.926 0.21
H -1.621 -1.490 -0.004 0.37
H -0.446 -2.360 0.991 0.38
H 1.179 -0.902 2.274 0.22
H 2.089 -1.420 0.794 0.25
H 3.541 0.461 1.369 0.13
```

Computed properties:
Total energy in eV: -20171.8688
E_HOMO in eV: -9.1
Maximum force in hartree/bohr: 0.10203
Lowest unoccupied orbital energy in eV: 0.86
SMILES string: CNC(=O)[C@@H](N)CS
ΔE to the lowest compared entry with this formula, charge and spin in kcal per mole: 47.4


Entry 4:
# C4H10N2OS2

2 unconnected molecules or ions with the total composition C4H10N2OS2 at a distorted geometry (ωB97M-V/def2-TZVPD, the Open Molecules 2025 dataset).

Geometry as XYZ:
```
19
Properties=species:S:1:pos:R:3:lowdin_spin:R:1
C -2.138 -0.446 -0.884 0.05
C -1.106 -0.911 -1.924 0.06
C -0.698 -1.098 1.039 0.51
C 2.578 1.132 1.180 0.00
N -1.607 -0.310 0.489 0.31
N 0.075 -1.912 0.474 0.59
O 2.592 -0.157 -1.081 0.01
S 0.001 -2.166 -1.182 0.36
S 1.993 1.285 -0.531 0.01
H -2.610 0.521 -1.007 0.00
H -2.893 -1.141 -1.022 0.02
H -1.506 -1.395 -2.690 0.01
H -0.421 -0.052 -2.167 0.01
H -0.575 -0.987 2.030 0.05
H 2.052 -0.829 -1.470 0.01
H 3.585 0.981 1.080 0.00
H 2.185 0.280 1.693 0.00
H 2.547 2.109 1.528 0.00
H -1.809 0.486 1.006 0.01
```

Computed properties:
Total energy in eV: -31001.5861
E_HOMO (spin up / spin down) in eV: -3.9 / -8.3
Maximum force in hartree/bohr: 0.23043
Lowest unoccupied orbital energy (spin up / spin down) in eV: 0.66 / -1.88
Multiplicity: 3